{
  "formula": "H6O2S",
  "method": "ωB97M-V/def2-TZVPD",
  "symbols": ["S", "H", "H", "H", "H", "O", "H", "H", "O"],
  "coordinates": [[1.69324, -1.68184, -4.98715], [1.21659, -1.47556, -3.74800], [2.12116, -0.42395, -5.04374], [2.00545, -1.38699, -1.61694], [0.77154, -1.37633, -0.74610], [1.24176, -0.83577, -1.39164], [-2.59434, 2.89089, 6.28684], [-3.07231, 1.85987, 5.26597], [-3.38309, 2.42968, 5.98076]],
  "lumo_energy_ev": 0.7,
  "relative_energy_kj_mol": 28.01,
  "smiles": "O.O.S",
  "charge": 0,
  "homo_ev": -9.72
}

***

{
  "formula": "C24H15IrN5O9SSbSe6",
  "method": "ωB97M-V/def2-TZVPD",
  "symbols": ["Ir", "Se", "Se", "C", "C", "C", "C", "C", "N", "C", "C", "C", "C", "C", "N", "H", "H", "H", "H", "H", "H", "H", "H", "Se", "Sb", "Se", "Se", "Se", "O", "C", "O", "C", "C", "C", "C", "C", "C", "N", "O", "O", "N", "O", "O", "H", "H", "H", "O", "C", "N", "S", "O", "O", "C", "C", "C", "C", "C", "C", "H", "H", "H", "H"],
  "coordinates": [[13.76404, 10.55994, 7.38724], [15.77676, 9.90324, 9.93287], [17.15615, 11.33169, 8.73270], [16.91711, 10.76536, 6.92370], [18.05262, 10.97346, 6.13815], [17.94358, 10.63562, 4.78273], [16.72902, 10.11077, 4.34626], [15.67441, 9.88950, 5.20870], [15.72896, 10.32889, 6.48844], [14.43856, 11.19054, 10.56404], [14.14392, 11.49413, 11.88857], [13.01582, 12.32125, 12.12358], [12.22839, 12.71880, 11.05771], [12.67164, 12.43680, 9.77495], [13.68296, 11.65911, 9.54406], [18.99251, 11.28001, 6.57804], [18.84908, 10.79967, 4.19622], [16.59442, 9.79696, 3.31799], [14.71186, 9.47648, 4.93886], [14.83324, 11.17805, 12.66134], [12.70357, 12.59849, 13.12157], [11.32212, 13.31973, 11.13092], [12.11160, 12.86013, 8.95920], [13.38980, 15.56873, 9.64182], [13.47700, 15.39653, 7.24990], [13.98730, 12.68641, 6.42757], [14.72428, 16.98502, 5.99466], [11.32990, 15.80919, 6.09800], [12.78998, 6.48354, 7.40894], [12.82466, 7.66286, 7.05842], [13.78315, 8.43394, 7.41736], [11.71211, 8.17863, 6.20950], [10.64626, 7.37680, 6.22770], [9.30995, 7.61090, 5.81587], [8.68733, 8.92667, 6.14224], [9.44116, 10.17758, 5.62539], [10.75619, 10.15863, 5.36159], [8.66261, 11.36837, 5.38268], [9.22262, 12.59424, 5.99948], [7.35878, 11.22822, 5.87549], [8.45540, 6.57454, 5.86775], [7.19075, 6.79456, 5.79585], [8.91080, 5.40936, 5.91506], [10.84265, 6.44511, 6.71511], [7.69683, 8.94327, 5.69116], [11.31803, 11.57302, 7.56828], [9.85456, 13.49378, 7.96738], [9.33915, 12.60852, 7.37632], [11.74053, 10.66110, 7.79636], [10.85299, 9.78871, 8.88336], [11.81093, 9.32041, 5.37437], [10.57784, 10.35506, 10.25752], [9.22245, 10.15046, 8.12163], [8.43124, 8.98236, 7.79861], [6.93392, 9.15995, 8.13335], [6.36489, 10.36009, 7.94008], [7.25793, 11.40460, 7.36133], [8.63554, 11.35875, 7.92079], [8.82686, 8.02546, 8.15892], [6.39672, 8.25629, 8.47594], [5.32083, 10.54214, 8.17197], [6.76514, 12.38802, 7.44946]],
  "lumo_energy_ev": [3.1, 2.5],
  "relative_energy_kj_mol": 624.07,
  "multiplicity": 5,
  "charge": -2,
  "homo_ev": [-2.08, -2.13]
}

***

{
  "formula": "C43H39CrN3O3P2",
  "method": "ωB97M-V/def2-TZVPD",
  "symbols": ["Cr", "O", "C", "C", "C", "C", "C", "C", "C", "O", "N", "N", "C", "C", "C", "C", "C", "C", "C", "O", "H", "H", "H", "H", "H", "H", "H", "H", "H", "H", "C", "C", "P", "C", "C", "C", "C", "C", "C", "C", "C", "C", "C", "C", "C", "C", "P", "C", "C", "C", "C", "C", "C", "C", "C", "C", "C", "C", "C", "H", "H", "H", "H", "H", "H", "H", "H", "H", "H", "H", "H", "H", "H", "H", "H", "H", "H", "H", "H", "H", "H", "H", "H", "H", "H", "C", "C", "N", "H", "H", "H"],
  "coordinates": [[-0.25491, -0.31058, -0.65442], [-3.50054, 2.83324, -0.02414], [-3.65332, 2.64011, 1.32441], [-4.41305, 3.50141, 2.10280], [-4.59085, 3.23780, 3.45140], [-4.03013, 2.10816, 4.02859], [-3.26880, 1.25490, 3.24712], [-3.04743, 1.52722, 1.90148], [-2.22938, 0.58759, 1.09786], [-1.05366, 0.99353, 0.61869], [-2.67150, -0.60849, 0.93101], [-1.81734, -1.33520, 0.10099], [-2.25281, -2.47160, -0.30922], [-1.59944, -3.28122, -1.30605], [-2.18287, -4.52946, -1.59433], [-1.65273, -5.37031, -2.54147], [-0.51021, -4.95989, -3.23595], [0.08119, -3.74353, -2.98185], [-0.43934, -2.87144, -2.01155], [0.19255, -1.73433, -1.80309], [-3.96280, 3.64137, -0.27209], [-4.87414, 4.37183, 1.64939], [-5.18617, 3.91438, 4.04985], [-4.18879, 1.89359, 5.07615], [-2.82330, 0.36274, 3.67011], [-3.19478, -2.82095, 0.11009], [-3.07242, -4.81897, -1.04682], [-2.11049, -6.32661, -2.75033], [-0.07913, -5.60915, -3.98782], [0.97264, -3.43081, -3.50963], [3.64853, 0.72949, 0.35366], [3.05045, 0.91472, -1.04687], [1.30690, 1.47141, -1.15398], [1.14390, 2.11464, -2.84171], [1.32062, 1.26859, -3.93539], [1.18945, 1.76482, -5.22290], [0.87152, 3.10327, -5.42475], [0.68199, 3.94509, -4.33785], [0.81767, 3.45204, -3.04604], [0.98547, 2.67344, 0.11334], [2.06391, 3.44195, 0.59486], [2.02552, 4.12027, 1.78813], [0.87615, 3.92688, 2.56818], [-0.21964, 3.25070, 2.09622], [-0.30241, 2.78069, 0.74517], [2.78532, 0.08473, 1.45510], [1.44150, -1.08090, 1.01664], [2.20184, -2.61984, 0.44841], [1.39859, -3.75287, 0.31794], [1.93034, -4.94399, -0.14303], [3.27390, -5.01608, -0.48888], [4.07940, -3.89511, -0.36705], [3.54683, -2.70112, 0.10282], [0.75464, -1.44025, 2.66256], [1.01228, -2.62932, 3.34137], [0.54530, -2.80988, 4.63564], [-0.16346, -1.80077, 5.27029], [-0.40183, -0.60490, 4.60790], [0.04848, -0.42535, 3.31017], [3.95548, 1.70343, 0.73057], [4.57083, 0.15937, 0.24078], [3.09252, -0.02125, -1.61320], [3.65790, 1.63412, -1.60116], [1.54591, 0.21817, -3.78318], [1.33497, 1.10878, -6.07113], [0.77622, 3.48926, -6.43127], [0.43737, 4.98759, -4.49487], [0.67896, 4.10247, -2.19001], [2.96744, 3.46559, -0.00536], [2.85441, 4.71618, 2.13914], [0.83556, 4.32122, 3.57669], [-1.08821, 3.15442, 2.73391], [-1.12330, 3.17558, 0.15869], [2.27210, 0.86463, 2.02568], [3.42050, -0.45002, 2.16569], [0.34816, -3.70930, 0.58238], [1.29381, -5.81392, -0.23846], [3.69212, -5.94656, -0.84919], [5.12744, -3.94565, -0.63095], [4.19521, -1.84241, 0.19860], [1.57960, -3.41950, 2.87022], [0.74906, -3.73904, 5.15104], [-0.51615, -1.94069, 6.28350], [-0.93010, 0.19840, 5.10642], [-0.11477, 0.52802, 2.81840], [-2.96434, 1.73290, -3.94418], [-2.15315, 1.05275, -2.95167], [-1.50771, 0.53596, -2.16383], [-3.67095, 1.03210, -4.38467], [-2.31076, 2.13475, -4.71788], [-3.50533, 2.54493, -3.46189]],
  "lumo_energy_ev": [-2.2, -2.8],
  "relative_energy_kj_mol": 134.86,
  "multiplicity": 4,
  "charge": 1,
  "homo_ev": [-9.81, -9.85]
}

***

{
  "formula": "C16H24N4O2S2",
  "method": "ωB97M-V/def2-TZVPD",
  "symbols": ["C", "H", "C", "H", "H", "C", "N", "C", "N", "N", "C", "S", "H", "C", "C", "C", "C", "C", "C", "H", "H", "H", "S", "O", "O", "N", "C", "C", "H", "H", "H", "H", "H", "C", "C", "H", "H", "H", "H", "H", "H", "C", "H", "H", "H", "H", "H", "H"],
  "coordinates": [[2.64976, 0.27405, -2.26200], [1.63683, -0.04901, -2.49854], [2.63894, 1.33697, -1.17006], [2.09586, 2.21590, -1.51946], [3.65932, 1.64251, -0.93801], [1.95564, 0.83928, 0.10919], [2.67633, -0.29655, 0.65740], [2.22568, -1.59242, 0.76519], [3.17252, -2.39231, 1.15292], [4.25857, -1.61310, 1.31425], [4.00421, -0.30910, 1.02292], [5.09331, 0.91471, 1.11862], [5.13312, -1.98805, 1.64239], [0.86302, -2.03239, 0.49308], [-0.23259, -1.30823, 0.95486], [-1.50697, -1.72850, 0.63672], [-1.72828, -2.87322, -0.10171], [-0.63898, -3.62402, -0.52164], [0.64710, -3.20295, -0.23505], [1.50080, -3.77102, -0.56997], [-0.79417, -4.53241, -1.08308], [-2.74298, -3.16162, -0.32569], [-2.85115, -0.65962, 1.15371], [-2.65758, -0.30763, 2.52780], [-4.09227, -1.26188, 0.75606], [-2.48351, 0.67629, 0.22372], [-2.54972, 1.96962, 0.87207], [-3.97528, 2.42389, 1.17063], [-4.55608, 2.52377, 0.25630], [-3.96082, 3.38353, 1.68075], [-4.45684, 1.68841, 1.81006], [-2.03248, 2.69262, 0.23461], [-2.00170, 1.86784, 1.81000], [-2.85389, 0.57564, -1.17211], [-1.61847, 0.48455, -2.06563], [-0.98748, 1.35933, -1.92692], [-1.91937, 0.43445, -3.10880], [-1.04068, -0.40512, -1.82593], [-3.45671, 1.43958, -1.46489], [-3.46917, -0.31968, -1.28695], [-0.12413, -0.43789, 1.58158], [1.83132, 1.94028, 1.15922], [1.35444, 1.55938, 2.05997], [1.23186, 2.75681, 0.76737], [2.81531, 2.32046, 1.42013], [0.95844, 0.47236, -0.15677], [3.10426, 0.67119, -3.16558], [3.22461, -0.59675, -1.95273]],
  "lumo_energy_ev": 0.3,
  "relative_energy_kj_mol": 116.04,
  "smiles": "CC[C@H](C)n1c(-c2cccc(S(=O)(=O)N(CC)CC)c2)n[nH]c1=S",
  "charge": 0,
  "homo_ev": -8.04
}